Entry 1:
This record from the OMol25 dataset describes C33H60Br2CuIN2O3SbSi2Te as an isolated structure. The level of theory is the ωB97M-V functional and the def2-TZVPD basis.

Geometry (Å):
Cu (0.43, 0.81, 0.17)
O (4.11, 4.97, -2.67)
C (3.37, 4.04, -2.07)
C (2.88, 2.90, -2.71)
C (2.13, 2.00, -1.98)
N (1.85, 2.16, -0.68)
C (2.30, 3.27, -0.10)
Br (1.87, 3.49, 1.73)
C (3.05, 4.23, -0.72)
H (4.30, 4.75, -3.59)
H (3.08, 2.71, -3.76)
H (1.74, 1.11, -2.45)
H (3.41, 5.11, -0.21)
C (1.21, 1.14, 6.65)
Si (-0.20, 1.52, 5.47)
C (-1.81, 0.72, 6.02)
C (-0.38, 3.36, 5.14)
C (0.27, 0.67, 3.80)
Te (-1.04, 1.21, 2.21)
C (-2.33, -0.48, 2.41)
Si (-4.18, -0.01, 2.21)
C (-4.42, 0.48, 0.40)
C (-5.13, -1.57, 2.65)
C (-4.61, 1.45, 3.31)
H (1.05, 1.65, 7.60)
H (2.17, 1.47, 6.25)
H (1.28, 0.07, 6.86)
H (-2.16, 1.16, 6.96)
H (-1.68, -0.35, 6.20)
H (-2.60, 0.84, 5.28)
H (-0.76, 3.88, 6.02)
H (-1.06, 3.57, 4.32)
H (0.59, 3.81, 4.89)
H (0.22, -0.41, 3.88)
H (1.28, 0.96, 3.51)
H (-2.14, -0.91, 3.40)
H (-2.06, -1.21, 1.65)
H (-4.02, -0.28, -0.28)
H (-3.92, 1.43, 0.19)
H (-5.48, 0.60, 0.18)
H (-4.93, -2.38, 1.94)
H (-6.21, -1.39, 2.64)
H (-4.86, -1.93, 3.64)
H (-3.81, 2.20, 3.32)
H (-4.79, 1.14, 4.34)
H (-5.52, 1.95, 2.96)
C (5.00, -1.94, 2.41)
C (3.81, -1.05, 2.75)
C (3.08, -1.56, 3.98)
Sb (2.39, -0.92, 1.04)
C (3.65, -1.03, -0.78)
C (4.22, -2.41, -1.07)
C (4.72, 0.06, -0.70)
C (1.16, -2.73, 1.23)
C (0.08, -2.69, 0.16)
C (1.95, -4.04, 1.21)
H (5.68, -1.96, 3.26)
H (5.57, -1.57, 1.55)
H (4.69, -2.97, 2.21)
H (4.14, -0.02, 2.90)
H (2.71, -2.58, 3.84)
H (2.25, -0.92, 4.27)
H (3.78, -1.59, 4.82)
H (2.94, -0.77, -1.57)
H (4.76, -2.83, -0.22)
H (4.92, -2.34, -1.90)
H (3.43, -3.11, -1.35)
H (5.49, -0.18, 0.04)
H (4.30, 1.03, -0.45)
H (5.22, 0.14, -1.67)
H (0.71, -2.60, 2.22)
H (0.51, -2.89, -0.83)
H (-0.43, -1.73, 0.11)
H (-0.67, -3.47, 0.35)
H (2.40, -4.22, 0.24)
H (1.27, -4.87, 1.42)
H (2.73, -4.06, 1.97)
O (-1.94, -0.32, -1.83)
C (-1.70, 0.89, -1.86)
O (-0.94, 1.56, -1.11)
C (-2.38, 1.66, -3.02)
N (-3.48, 0.77, -3.50)
C (-3.54, 0.76, -5.00)
C (-2.39, 1.67, -5.44)
C (-1.45, 1.72, -4.24)
H (-2.74, 2.65, -2.72)
H (-4.38, 0.99, -3.07)
H (-3.14, -0.14, -3.07)
H (-4.50, 1.15, -5.33)
H (-3.44, -0.26, -5.35)
H (-2.75, 2.66, -5.69)
H (-1.88, 1.27, -6.32)
H (-0.82, 2.61, -4.23)
H (-0.79, 0.84, -4.23)
Br (0.71, 0.20, -6.87)
C (-0.54, -1.15, -6.39)
C (-1.52, -1.49, -7.31)
C (-2.47, -2.45, -6.99)
C (-2.46, -3.06, -5.75)
C (-1.47, -2.73, -4.83)
C (-0.51, -1.79, -5.15)
I (0.99, -1.38, -3.75)
H (-1.52, -1.02, -8.29)
H (-3.23, -2.72, -7.72)
H (-3.20, -3.80, -5.50)
H (-1.44, -3.21, -3.86)

Its total charge is +2. As for the HOMO-LUMO gap (alpha / beta): 0.3195 / 0.2359 hartree. Its multiplicity is 2. For the HOMO energy (alpha / beta), the calculation gives -12.87 / -13.44 eV. The lowest unoccupied orbital energy (alpha / beta) comes out at -4.174 / -7.025 eV.

Löwdin atomic charge list, values in e, 99 entries: Cu 0.06; O 0.13; C -0.29; C 0.03; C -0.14; N -0.06; C -0.70; Br 0.83; C -0.01; H 0.13; H 0.13; H 0.03; H 0.13; C -0.17; Si 0.44; C -0.16; C -0.18; C -0.58; Te 1.39; C -0.51; Si 0.44; C -0.18; C -0.17; C -0.18; H 0.04; H 0.03; H 0.04; H 0.05; H 0.04; H 0.00; H 0.04; H 0.01; H 0.03; H 0.00; H -0.03; H 0.02; H 0.00; H 0.02; H 0.03; H 0.04; H 0.04; H 0.04; H 0.04; H 0.00; H 0.03; H 0.04; C -0.13; C -0.50; C -0.13; Sb 1.60; C -0.54; C -0.12; C -0.13; C -0.53; C -0.16; C -0.12; H 0.10; H 0.05; H 0.07; H 0.09; H 0.08; H 0.03; H 0.10; H 0.00; H 0.07; H 0.09; H 0.06; H 0.07; H 0.05; H 0.09; H 0.08; H 0.05; H 0.02; H 0.09; H 0.06; H 0.09; H 0.06; O -0.01; C -0.62; O -0.10; C -0.15; N 0.10; C -0.07; C -0.14; C -0.12; H 0.17; H 0.18; H 0.15; H 0.13; H 0.11; H 0.13; H 0.07; H 0.13; H 0.04; Br 0.77; C -0.73; C -0.13; C -0.07; C -0.07



Entry 2:
This record from the OMol25 dataset describes C12H36AlClI2N3OP3 as an isolated structure at a distorted geometry. The level of theory is the ωB97M-V functional and the def2-TZVPD basis.

Geometry (Å):
I (-4.04, -3.82, -1.91)
I (-2.56, -2.11, 0.96)
Al (-1.11, -1.09, -0.92)
P (0.28, -3.10, -0.55)
C (1.10, -3.31, 1.06)
C (-0.55, -4.67, -0.88)
H (0.19, -5.48, -0.92)
H (2.28, -3.96, -1.61)
H (-1.09, -4.59, -1.84)
H (1.25, -3.02, -2.75)
H (0.36, -3.44, 1.85)
H (-1.30, -4.87, -0.11)
C (1.66, -3.06, -1.74)
H (1.75, -4.20, 1.02)
H (2.26, -2.15, -1.57)
H (1.72, -2.43, 1.29)
P (-2.97, 0.48, -1.12)
C (-3.27, 1.54, 0.33)
C (-2.51, 1.61, -2.47)
H (-4.47, -0.84, -2.45)
H (-5.23, 0.68, -1.81)
H (-5.01, -0.78, -0.78)
C (-4.59, -0.18, -1.59)
H (-2.46, 1.03, -3.40)
H (-3.28, 2.39, -2.55)
H (-3.89, 2.39, 0.02)
H (-2.33, 1.91, 0.76)
H (-1.52, 2.05, -2.29)
H (-3.80, 0.97, 1.11)
Cl (-0.97, -1.34, -3.05)
C (-0.04, 3.46, -0.18)
N (1.18, 2.63, -0.13)
C (2.41, 3.42, -0.03)
P (1.06, 1.08, 0.45)
O (0.12, 0.22, -0.40)
N (2.57, 0.47, 0.44)
C (3.26, -0.09, 1.60)
C (3.36, 0.41, -0.79)
N (0.41, 1.12, 1.97)
C (0.83, 2.08, 2.99)
C (-0.37, -0.01, 2.50)
H (0.22, 4.45, -0.57)
H (-0.47, 3.61, 0.83)
H (-0.81, 3.02, -0.83)
H (2.73, 3.60, 1.00)
H (3.23, 2.94, -0.56)
H (2.23, 4.39, -0.51)
H (3.68, -1.08, 1.34)
H (4.09, 0.58, 1.88)
H (2.62, -0.20, 2.48)
H (2.86, 0.90, -1.64)
H (4.32, 0.93, -0.61)
H (3.57, -0.63, -1.06)
H (0.05, 2.08, 3.77)
H (1.80, 1.79, 3.44)
H (0.92, 3.09, 2.59)
H (-1.28, -0.17, 1.90)
H (0.21, -0.95, 2.52)
H (-0.68, 0.23, 3.52)

Its total charge is +2. The value obtained for the energy above the lowest of the compared OMol25 structures with the same formula, charge and spin is 47.9 kcal per mole. As for the HOMO-LUMO gap (alpha / beta): 0.1581 / 0.1590 hartree. For the HOMO energy (alpha / beta), the calculation gives -14.87 / -14.89 eV. The lowest unoccupied orbital energy (alpha / beta) comes out at -10.572 / -10.564 eV.

Table of natural (NBO) atomic charges, one value per atom, all in e: I 0.45; I -0.03; Al 1.25; P 0.88; C -0.95; C -0.95; H 0.27; H 0.25; H 0.25; H 0.27; H 0.25; H 0.25; C -0.94; H 0.27; H 0.24; H 0.24; P 0.88; C -0.96; C -0.95; H 0.26; H 0.27; H 0.25; C -0.96; H 0.28; H 0.25; H 0.26; H 0.25; H 0.25; H 0.26; Cl -0.54; C -0.41; N -0.81; C -0.40; P 2.49; O -1.23; N -0.82; C -0.41; C -0.41; N -0.82; C -0.41; C -0.40; H 0.24; H 0.19; H 0.20; H 0.20; H 0.22; H 0.23; H 0.21; H 0.22; H 0.21; H 0.23; H 0.22; H 0.20; H 0.22; H 0.20; H 0.22; H 0.18; H 0.20; H 0.24



Entry 3:
This record from the OMol25 dataset describes a 2-piece molecular cluster, C4H7NO4S2 overall at a distorted geometry. The level of theory is the ωB97M-V functional and the def2-TZVPD basis.

Geometry (Å):
C (-0.27, 1.40, -1.24)
C (-1.65, 0.15, 1.47)
C (1.63, -0.23, -0.92)
C (0.15, 0.05, -1.00)
N (-0.36, -0.17, 1.06)
O (0.70, 2.34, -1.25)
O (0.56, -2.18, 2.36)
O (-1.44, 1.78, -1.27)
O (-1.31, -2.67, 0.92)
S (2.85, 0.78, -1.87)
S (0.04, -1.94, 0.98)
H (-2.29, -0.65, 1.48)
H (-1.55, 0.74, 2.40)
H (-2.06, 1.03, 0.91)
H (1.94, -0.47, 0.08)
H (1.78, -1.22, -1.40)
H (-0.38, -0.80, -1.45)
H (1.67, 2.06, -1.24)

Its total charge is -2. As for the HOMO-LUMO gap: 0.2355 hartree. For the HOMO energy, the calculation gives -0.70 eV. The lowest unoccupied orbital energy comes out at 5.706 eV.

Table of natural (NBO) atomic charges, one value per atom, all in e: C 0.72; C -0.48; C -0.58; C -0.15; N -0.59; O -0.75; O -1.06; O -0.66; O -1.09; S -0.66; S 1.58; H 0.20; H 0.18; H 0.22; H 0.22; H 0.20; H 0.23; H 0.47



Entry 4:
This record from the OMol25 dataset describes C14H19NO4RuSSi as an isolated structure at a distorted geometry. The level of theory is the ωB97M-V functional and the def2-TZVPD basis.

Geometry (Å):
Ru (-1.61, -0.11, -0.56)
O (-1.97, 3.46, 1.92)
C (-1.95, 2.32, 1.26)
O (-1.93, 2.22, 0.05)
C (-1.97, 1.10, 2.12)
C (-1.93, 1.06, 3.49)
C (-1.97, -0.19, 4.11)
C (-2.06, -1.34, 3.35)
C (-2.08, -1.21, 1.97)
N (-2.04, -0.02, 1.39)
C (-2.18, -2.35, 0.98)
O (-2.29, -3.48, 1.35)
O (-2.17, -1.93, -0.28)
H (-1.97, 4.20, 1.29)
H (-1.88, 1.98, 4.06)
H (-1.94, -0.26, 5.19)
H (-2.10, -2.33, 3.78)
C (3.78, 1.28, 0.84)
Si (3.34, -0.09, -0.32)
C (4.03, 0.21, -2.01)
C (3.87, -1.72, 0.39)
C (1.48, -0.10, -0.45)
C (0.26, -0.10, -0.53)
H (4.87, 1.38, 0.90)
H (3.41, 1.07, 1.84)
H (3.37, 2.23, 0.51)
H (5.12, 0.20, -1.98)
H (3.71, 1.17, -2.41)
H (3.72, -0.57, -2.72)
H (4.96, -1.79, 0.38)
H (3.47, -2.56, -0.18)
H (3.53, -1.81, 1.42)
C (-2.74, -1.44, -3.31)
S (-2.85, 0.26, -2.68)
C (-1.47, 1.02, -3.58)
H (-1.80, -1.90, -3.04)
H (-2.86, -1.42, -4.39)
H (-3.56, -2.00, -2.86)
H (-1.72, 1.07, -4.64)
H (-0.55, 0.45, -3.44)
H (-1.34, 2.03, -3.19)

Its total charge is +1. The value obtained for the energy above the lowest of the compared OMol25 structures with the same formula, charge and spin is 19.6 kcal per mole. As for the HOMO-LUMO gap (alpha / beta): 0.2579 / 0.2420 hartree. Its multiplicity is 2. For the HOMO energy (alpha / beta), the calculation gives -11.74 / -11.62 eV. The lowest unoccupied orbital energy (alpha / beta) comes out at -4.727 / -5.035 eV.

Table of natural (NBO) atomic charges, one value per atom, all in e: Ru 0.96; O -0.62; C 0.79; O -0.59; C 0.08; C -0.16; C -0.12; C -0.16; C 0.13; N -0.37; C 0.74; O -0.50; O -0.66; H 0.52; H 0.26; H 0.25; H 0.27; C -1.11; Si 1.59; C -1.11; C -1.11; C -0.42; C -0.21; H 0.25; H 0.24; H 0.24; H 0.25; H 0.25; H 0.25; H 0.25; H 0.25; H 0.24; C -0.73; S 0.34; C -0.74; H 0.24; H 0.24; H 0.26; H 0.25; H 0.24; H 0.25



no.,E_tot (Eh)
1,-9801.72209
2,-3040.06199
3,-1308.62181
4,-1682.92110